Entry 1:
16
Properties=species:S:1:pos:R:3 method="wB97M-V/def2-TZVPD" e_above_lowest_ev=1.916 smiles="Cn1nnn(C)c1=NC#N" lumo_energy_ev=0.49 homo_lumo_gap_ha=0.3241
C -1.188 1.760 -1.258
N -0.364 0.634 -0.892
N 0.095 -0.271 -1.809
N 0.683 -1.188 -1.226
N 0.518 -1.075 0.126
C 1.104 -2.017 1.038
C -0.055 0.115 0.347
N -0.572 1.126 1.651
C 0.062 0.729 2.727
N 0.464 0.520 3.808
H -0.615 2.608 -0.873
H -1.164 1.711 -2.265
H -2.272 1.598 -1.030
H 0.382 -2.574 1.474
H 1.653 -2.739 0.396
H 1.795 -1.508 1.608

=====

Entry 2:
12
Properties=species:S:1:pos:R:3 method="wB97M-V/def2-TZVPD" charge=-1 e_above_lowest_ev=3.387 lumo_energy_ev="4.15 / 4.15" homo_lumo_gap_ha="0.2486 / 0.2486"
C -2.650 0.802 -1.059
C -1.913 1.098 -0.125
C 1.353 -0.645 -0.410
C 0.136 0.932 1.076
N 1.054 0.659 0.145
O 1.903 1.476 -0.310
H -3.483 0.664 -1.789
H 0.493 -1.413 -0.228
H 1.345 -0.596 -1.550
H 2.408 -0.908 -0.055
H -0.177 0.330 1.857
H -0.073 1.962 1.262

=====

Entry 3:
12
Properties=species:S:1:pos:R:3 method="wB97M-V/def2-TZVPD" charge=+1 e_above_lowest_ev=4.855 smiles="C=CCC=[N+]=O" lumo_energy_ev=-7.53 homo_lumo_gap_ha=0.2656
C -1.554 -0.994 0.039
C -0.533 -0.631 0.812
C 0.046 0.706 0.543
C 1.375 0.691 -0.239
N 1.602 0.096 -1.275
O 1.863 -0.510 -2.221
H -2.005 -0.309 -0.750
H -2.221 -1.929 0.145
H -0.143 -1.093 1.683
H -0.581 1.183 -0.308
H 0.210 1.274 1.572
H 1.941 1.515 -0.001

=====

Entry 4:
12
Properties=species:S:1:pos:R:3 method="wB97M-V/def2-TZVPD" charge=+1 e_above_lowest_ev=6.450 lumo_energy_ev="-7.56 / -7.56" homo_lumo_gap_ha="0.2928 / 0.2928"
C -0.147 0.946 0.726
C -0.664 1.935 1.176
C 0.273 -0.235 -0.062
C -0.550 -0.171 -1.332
N 0.818 -1.602 0.260
O 1.260 -1.981 1.375
H 1.046 -1.324 2.042
H -0.763 2.942 1.489
H 1.325 -0.056 -0.534
H -1.645 -0.474 -1.113
H -0.426 -0.830 -2.270
H -0.526 0.851 -1.757

=====

Entry 5:
12
Properties=species:S:1:pos:R:3 method="wB97M-V/def2-TZVPD" charge=+1 e_above_lowest_ev=2.978 lumo_energy_ev=-3.86 homo_lumo_gap_ha=0.3945
C -1.741 -0.215 -0.822
C -1.179 -0.478 0.511
C 0.151 -0.034 -1.326
C 0.278 -0.475 0.166
N 0.627 0.857 -0.258
O -2.760 -0.040 -1.334
H -1.503 0.443 1.021
H -1.431 -1.328 1.192
H 0.728 -0.031 -2.254
H 1.034 -1.084 0.677
H 1.599 1.379 -0.340
H -0.008 1.473 0.200

=====

Entry 6:
13
Properties=species:S:1:pos:R:3 method="wB97M-V/def2-TZVPD" charge=-1 e_above_lowest_ev=4.587 smiles="C=C1[C@H](O)CN1[O-]" lumo_energy_ev=4.10 homo_lumo_gap_ha=0.2119
C -1.731 -0.059 0.770
C -0.498 0.165 0.361
C 0.210 -0.361 -0.843
O 0.204 -1.765 -0.776
C 1.435 0.362 -0.406
N 0.618 0.824 0.757
O 0.982 1.738 1.670
H -2.146 0.518 1.540
H -2.384 -0.580 0.157
H -0.174 -0.091 -1.849
H -0.611 -1.943 -0.328
H 2.447 -0.110 -0.063
H 1.648 1.302 -0.989

=====

Entry 7:
14
Properties=species:S:1:pos:R:3 method="wB97M-V/def2-TZVPD" charge=-1 e_above_lowest_ev=5.566 lumo_energy_ev="3.49 / 3.85" homo_lumo_gap_ha="0.2510 / 0.3016"
C -0.528 -1.954 -2.444
C -0.305 -0.642 1.168
C 0.408 -1.654 -1.583
C 0.335 0.213 0.396
N 0.652 1.477 0.580
O 0.441 3.969 1.237
O -0.348 2.353 2.903
S -0.422 2.811 1.511
H -0.547 -2.873 -3.050
H -1.375 -1.303 -2.616
H -0.678 -1.588 0.824
H -0.425 -0.414 2.222
H 1.511 1.868 0.228
H 1.280 -2.263 -1.375

=====

Entry 8:
13
Properties=species:S:1:pos:R:3 method="wB97M-V/def2-TZVPD" e_above_lowest_ev=4.823 smiles="C=C=C(N=C)OP" lumo_energy_ev=0.46 homo_lumo_gap_ha=0.3370
C 1.919 2.047 -0.008
C 0.837 1.359 0.127
C -0.274 0.474 0.085
N -1.923 0.432 0.094
C -2.953 -0.429 0.038
O 0.066 -0.874 0.097
P 1.608 -1.486 0.086
H 2.312 2.304 -0.983
H 2.490 2.382 0.847
H -3.905 0.066 0.086
H -2.873 -1.509 -0.046
H 1.496 -2.116 -1.171
H 1.201 -2.650 0.748

=====

Copy entry 3 word for word.
12
Properties=species:S:1:pos:R:3 method="wB97M-V/def2-TZVPD" charge=+1 e_above_lowest_ev=4.855 smiles="C=CCC=[N+]=O" lumo_energy_ev=-7.53 homo_lumo_gap_ha=0.2656
C -1.554 -0.994 0.039
C -0.533 -0.631 0.812
C 0.046 0.706 0.543
C 1.375 0.691 -0.239
N 1.602 0.096 -1.275
O 1.863 -0.510 -2.221
H -2.005 -0.309 -0.750
H -2.221 -1.929 0.145
H -0.143 -1.093 1.683
H -0.581 1.183 -0.308
H 0.210 1.274 1.572
H 1.941 1.515 -0.001